A single C10H9IOS molecule in a non-equilibrium geometry. Source: the Open Molecules 2025 dataset; level of theory: wB97M-V/def2-TZVPD.

Positions of all 22 atoms, in Å:
C  -0.4936  -2.5645  0.0428
C  0.6199  -2.9640  -0.6920
C  -0.5446  -1.2725  0.6238
C  1.5839  -2.0557  -0.9167
C  0.4932  -0.3828  0.4351
C  1.5497  -0.7601  -0.4251
C  -0.6784  1.6868  0.6592
C  -1.5477  2.2799  0.0757
C  0.4446  0.8804  1.1732
C  -2.8782  2.7747  -0.2523
O  1.9578  1.6116  -1.2957
S  2.6616  0.3446  -1.2576
I  4.3996  0.3955  0.4427
H  -1.3502  -3.3515  0.1339
H  0.6825  -4.0594  -0.9632
H  -1.3723  -0.8972  1.2451
H  2.5004  -2.4470  -1.3937
H  0.2891  0.6487  2.2978
H  1.3640  1.4669  1.1709
H  -3.1540  2.7907  -1.2899
H  -2.9659  3.7914  -0.0622
H  -3.5615  2.0836  0.2481

As for the HOMO-LUMO gap: 0.31608 hartree. The strongest force on any atom is 3.007 eV/A. The calculation puts the HOMO energy at -0.3392 hartree. The value obtained for the total energy is -1157.4650 a.u. Its lowest unoccupied orbital energy is -0.6 eV.

=====

A molecular structure, C5H15O3 in a non-equilibrium geometry. Source: the Open Molecules 2025 dataset; level of theory: wB97M-V/def2-TZVPD.

Positions of all 23 atoms, in Å:
C  0.4741  1.0336  -1.5753
O  1.0726  -0.1843  -1.4377
C  -0.8570  1.2027  -0.7202
C  -1.1260  -0.0823  -0.0097
C  -2.0007  0.0032  1.2083
C  -3.3382  -0.9176  0.9604
H  1.0827  1.9460  -1.3690
H  0.0118  1.1471  -2.5504
H  -1.6733  1.1971  -1.4609
H  -0.7362  2.0794  -0.0841
H  -0.1966  -0.3710  0.5125
H  -1.2977  -0.8919  -0.6824
H  -2.1082  1.0253  1.6659
H  -1.5357  -0.5938  2.0021
H  -2.9444  -1.9265  0.7639
H  -3.7914  -0.3831  0.2288
H  -4.1390  -0.8074  1.6793
H  4.2822  -0.8758  0.1339
H  5.8695  -1.3371  -0.0983
O  5.0805  -1.5301  0.4355
H  1.9984  -0.1291  -0.6005
H  2.8567  0.3654  0.9177
O  3.0158  0.0303  0.0803

As for the HOMO-LUMO gap: 0.28636 hartree. The value obtained for the relative energy (zero: lowest compared OMol25 entry of this formula, charge and spin) is 168.1 kJ/mol. The strongest force on any atom is 3.751 eV/A. The calculation puts the HOMO energy at -0.1562 hartree. The value obtained for the total energy is -425.1851 a.u. Its net charge is -1. Its lowest unoccupied orbital energy is 3.5 eV.

=====

A gas-phase ion, C6H10NO (charge +2) in a non-equilibrium geometry. Source: the Open Molecules 2025 dataset; level of theory: wB97M-V/def2-TZVPD.

Positions of all 18 atoms, in Å:
O  2.4054  2.5367  -0.2950
C  1.4740  2.3425  0.3891
C  0.2938  1.5800  -0.1117
C  0.7657  0.1849  -0.7600
C  -0.4344  -0.7065  -0.4327
C  -1.4232  -0.7800  -1.2797
C  -0.9782  -2.3150  1.3189
N  -0.2260  -1.3374  0.9546
H  1.4747  2.7426  1.4477
H  -0.1532  2.2198  -0.9163
H  -0.4797  1.4451  0.5398
H  1.7064  -0.1309  -0.2926
H  1.0633  0.3240  -1.8563
H  -1.2385  -0.3642  -2.2886
H  -2.3678  -1.3948  -0.9930
H  -0.7583  -2.7862  2.3646
H  -1.7204  -2.8519  0.7545
H  0.5962  -0.7088  1.4567

As for the HOMO-LUMO gap (alpha / beta): 0.34919 / 0.21071 hartree. The value obtained for the relative energy (zero: lowest compared OMol25 entry of this formula, charge and spin) is 159.6 kJ/mol. Its spin multiplicity is 2. The strongest force on any atom is 4.746 eV/A. The calculation puts the HOMO energy (alpha / beta) at -0.6955 / -0.6935 hartree. The value obtained for the total energy is -363.7554 a.u. Its net charge is +2. Its lowest unoccupied orbital energy (alpha / beta) is -9.4 / -13.1 eV.

=====

A single C3H4ClF molecule in a non-equilibrium geometry. Source: the Open Molecules 2025 dataset; level of theory: wB97M-V/def2-TZVPD.

Positions of all 9 atoms, in Å:
C  0.7273  -1.1809  0.9783
C  -0.2158  -0.9265  0.0907
F  -0.5884  -1.7746  -0.9468
C  -0.6144  0.4357  -0.4104
Cl  0.3592  1.6271  0.1796
H  1.1126  -2.0919  1.2337
H  0.9258  -0.4361  1.7531
H  -1.6271  0.5374  -0.0090
H  -0.6053  0.3322  -1.4613

As for the HOMO-LUMO gap: 0.40752 hartree. The value obtained for the relative energy (zero: lowest compared OMol25 entry of this formula, charge and spin) is 73.4 kJ/mol. As for the SMILES: C=C(F)CCl. The strongest force on any atom is 4.012 eV/A. The calculation puts the HOMO energy at -0.3716 hartree. The value obtained for the total energy is -676.7135 a.u. Its lowest unoccupied orbital energy is 1.0 eV.

=====

2 unconnected molecules or ions with the total composition C3H9N2 in a non-equilibrium geometry. Source: the Open Molecules 2025 dataset; level of theory: wB97M-V/def2-TZVPD.

Positions of all 14 atoms, in Å:
C  0.2752  -0.3194  1.0480
N  0.3716  1.0855  1.2227
H  -0.5728  -0.7738  1.5608
H  1.2518  -0.7867  1.1728
H  1.2217  1.3222  0.7247
H  0.3889  1.4883  2.1510
C  0.0007  -1.4074  -0.7608
C  -0.0052  -0.1093  -1.2355
N  -1.1483  0.6639  -1.2256
H  0.8968  -1.9957  -0.5906
H  -0.8750  -2.0172  -0.5090
H  0.9247  0.4142  -1.3912
H  -1.5577  0.9534  -0.3490
H  -1.1724  1.4821  -1.8182

As for the HOMO-LUMO gap: 0.35086 hartree. The value obtained for the relative energy (zero: lowest compared OMol25 entry of this formula, charge and spin) is 340.9 kJ/mol. The strongest force on any atom is 2.388 eV/A. The calculation puts the HOMO energy at -0.5355 hartree. The value obtained for the total energy is -228.8570 a.u. Its net charge is +1. Its lowest unoccupied orbital energy is -5.0 eV.

=====

2 unconnected molecules or ions with the total composition C5H13O2 in a non-equilibrium geometry. Source: the Open Molecules 2025 dataset; level of theory: wB97M-V/def2-TZVPD.

Positions of all 20 atoms, in Å:
C  -0.3456  -2.0752  0.2628
O  -1.4799  -1.6777  0.9801
C  0.2540  -0.8301  -0.4157
C  -0.6602  0.3787  -0.6092
C  0.0069  1.4979  -1.3630
C  1.2262  2.1506  -0.6651
H  0.4023  -2.4801  0.9591
H  -0.6807  -2.9045  -0.3652
H  0.8427  -1.0234  -1.3332
H  1.0996  -0.4642  0.1728
H  -1.0450  0.5593  0.3809
H  -1.5385  0.1059  -1.2061
H  -0.5550  2.2933  -1.8613
H  0.4180  1.0815  -2.2991
H  2.1224  2.3771  -1.2406
H  1.6008  1.5178  0.1188
H  0.9036  3.1431  -0.3461
H  -1.2738  -1.3816  2.0327
H  -0.4940  -1.5099  3.6526
O  -0.8040  -0.7585  3.1447

As for the HOMO-LUMO gap: 0.27219 hartree. The value obtained for the relative energy (zero: lowest compared OMol25 entry of this formula, charge and spin) is 101.7 kJ/mol. The strongest force on any atom is 2.805 eV/A. The calculation puts the HOMO energy at -0.1302 hartree. The value obtained for the total energy is -348.7611 a.u. Its net charge is -1. Its lowest unoccupied orbital energy is 3.9 eV.

=====

A molecular structure, C22H35F6N6O5RhS4Si4Te. Source: the Open Molecules 2025 dataset; level of theory: wB97M-V/def2-TZVPD.

Positions of all 84 atoms, in Å:
Rh  -1.4519  0.1043  1.2428
F  -6.2508  0.5583  3.1554
C  -5.5316  1.5641  3.6528
F  -5.9177  2.6933  3.0589
F  -5.7570  1.6587  4.9547
S  -3.7303  1.3003  3.3104
O  -3.7341  0.7225  1.9701
O  -3.1414  2.5910  3.4585
N  -3.3102  0.2963  4.4397
S  -2.7736  -1.1645  4.2368
O  -2.2384  -1.6613  5.4569
O  -1.9688  -1.3716  3.0373
C  -4.2976  -2.1973  3.9385
F  -5.3213  -1.7392  4.6508
F  -4.6464  -2.1826  2.6463
F  -4.0535  -3.4549  4.2924
C  -0.9375  3.6972  0.7739
C  -1.9454  3.0206  -0.0863
N  -2.0196  1.7290  -0.2598
C  -3.1205  1.3712  -1.0131
C  -3.8577  2.4153  -1.4629
S  -3.1817  3.8816  -0.9025
C  -3.4075  -0.0566  -1.1704
C  -4.3304  -0.6404  -1.9746
S  -4.3277  -2.3310  -1.7229
C  -3.0724  -2.1778  -0.5685
N  -2.7037  -0.9411  -0.3806
C  -2.4599  -3.3565  0.1072
H  0.0022  3.1507  0.7416
H  -1.2885  3.6862  1.8084
H  -0.7770  4.7270  0.4595
H  -4.7625  2.3920  -2.0460
H  -4.9957  -0.1710  -2.6791
H  -3.0724  -4.2463  -0.0250
H  -2.3441  -3.1515  1.1684
H  -1.4694  -3.5559  -0.3079
C  0.4587  -2.8257  -3.1863
Si  1.0660  -1.0510  -3.2776
C  -0.4210  0.0763  -3.4703
C  2.1977  -0.8513  -4.7615
Si  2.2302  -0.4712  -1.3078
Te  0.6956  -1.4469  0.4359
Si  4.2438  -1.6601  -1.0077
C  3.8615  -3.4672  -0.6893
C  5.1833  -0.9288  0.4367
C  5.2884  -1.5129  -2.5635
Si  2.5771  1.8454  -1.0930
C  2.6821  2.2972  0.7209
C  4.2089  2.2035  -1.9568
C  1.2394  2.8379  -1.9616
H  0.0521  -3.1269  -4.1558
H  -0.3405  -2.9243  -2.4466
H  1.2523  -3.5252  -2.9189
H  -1.1487  -0.3728  -4.1524
H  -0.1366  1.0501  -3.8714
H  -0.9134  0.2414  -2.5119
H  1.6153  -0.9612  -5.6804
H  2.9855  -1.6051  -4.7732
H  2.6723  0.1319  -4.7836
H  3.2413  -3.5947  0.1993
H  4.7890  -4.0246  -0.5350
H  3.3368  -3.9177  -1.5347
H  4.5677  -0.8721  1.3361
H  5.5444  0.0757  0.2059
H  6.0549  -1.5512  0.6566
H  4.8332  -2.0212  -3.4143
H  6.2640  -1.9735  -2.3849
H  5.4607  -0.4718  -2.8425
H  3.6092  1.9217  1.1592
H  1.8574  1.8678  1.2950
H  2.6608  3.3830  0.8492
H  5.0540  1.7627  -1.4259
H  4.3726  3.2835  -2.0065
H  4.2152  1.8217  -2.9802
H  0.2384  2.4614  -1.7514
H  1.3882  2.8076  -3.0433
H  1.2886  3.8843  -1.6482
O  -0.2803  1.2805  2.5154
N  -0.1788  1.0892  3.8080
C  0.9562  0.6220  4.2317
C  1.1441  0.4267  5.6396
N  1.3310  0.2913  6.7642
C  2.0277  0.2963  3.3310
N  2.8699  0.0382  2.5898

As for the HOMO-LUMO gap (alpha / beta): 0.28943 / 0.23003 hartree. The value obtained for the relative energy (zero: lowest compared OMol25 entry of this formula, charge and spin) is 14.5 kJ/mol. Its spin multiplicity is 5. The strongest force on any atom is 0.535 eV/A. The calculation puts the HOMO energy (alpha / beta) at -0.2986 / -0.3238 hartree. The value obtained for the total energy is -5292.5448 a.u. Its lowest unoccupied orbital energy (alpha / beta) is -0.3 / -2.6 eV.